[1]
Computed, not measured: C4H6Cl2F2 in the gas phase, with ωB97M-V/def2-TZVPD.

Each line ends with the Löwdin charge.
Cartesian coordinates (Å):
H -0.5308 -0.2586 -1.2232  0.0667
C -1.2781 0.5134 -1.0167  -0.6013
Cl -2.7571 -0.3857 -0.4185  0.5423
H 1.4528 -0.4629 0.5679  0.0780
H 1.1409 -0.7043 2.1052  0.0803
H -1.5197 1.0982 -1.9838  0.1096
C 0.6621 -0.5109 1.2167  0.0365
Cl -1.3890 2.9373 0.0862  0.6526
H 0.4481 1.7076 -0.6382  0.1402
H 0.1174 -1.3215 1.0159  0.0561
C -0.0994 0.7827 1.2704  -0.5279
F 0.7096 1.7189 1.8516  0.0503
C -0.5016 1.3972 -0.0952  -0.6803
F -1.2399 0.6761 2.1522  -0.0031

As for the SMILES: CC(F)(F)[C@H](Cl)CCl. Its HOMO energy is -10.957 eV. As for the energy relative to the best compared isomer or geometry (same formula, charge and spin): 35.4 kJ/mol. As for the spin multiplicity: 1. The calculation puts the gap between HOMO and LUMO at 11.59 eV.

=====

[2]
Computed, not measured: a 3-piece molecular cluster, C2H11N2O2 overall, with ωB97M-V/def2-TZVPD.

Each line ends with the Mulliken spin population.
Cartesian coordinates (Å):
C 0.9493 -0.8662 0.7665  0.1250
H 1.8700 -2.3901 1.8448  -0.0117
H 0.4033 -1.9440 2.4284  -0.0876
N 0.9190 -2.1171 1.5661  0.3307
H 1.2556 1.6888 1.0330  -0.0397
O -2.6519 2.7477 1.6144  -0.0011
N 0.2926 1.4505 1.2321  0.1556
H -2.7622 3.5771 2.0898  0.0001
H 0.0803 -0.9248 -5.8971  0.0000
O 1.0225 -0.8921 -5.6747  0.0003
H -0.4041 2.1576 1.0516  -0.0076
C -0.0565 0.1084 0.9727  0.6238
H 0.5459 -2.9570 1.1071  -0.1223
H 1.7269 -0.8189 0.0158  -0.0369
H -1.1244 -0.0249 0.8684  0.0710
H -3.5257 2.3748 1.4686  0.0004
H 1.4594 -1.1698 -6.4874  0.0000

Its HOMO energy (spin up / spin down) is -3.883 / -5.982 eV. As for the energy relative to the best compared isomer or geometry (same formula, charge and spin): 272.9 kJ/mol. As for the spin multiplicity: 2. The calculation puts the gap between HOMO and LUMO (spin up / spin down) at 4.85 / 6.68 eV.

=====

[3]
Computed, not measured: C19H24Br3FO9 as an isolated structure, with ωB97M-V/def2-TZVPD.

Each line ends with the Löwdin charge.
Cartesian coordinates (Å):
C -4.5965 1.7537 -2.2688  -0.0176
C -2.4538 0.6348 -1.3520  -0.1233
H -6.0399 -0.6359 5.7812  0.1019
O 5.6277 2.7449 1.9601  0.1007
H 0.1926 -1.8319 -1.8532  0.1025
O -1.4528 -0.0302 -2.1078  0.0025
O 4.0778 -2.0183 -3.0162  0.1642
Br -0.2213 0.5908 1.6107  0.6015
H 1.1345 -5.4166 -1.3550  0.0840
H 7.2751 1.9463 -0.8153  0.0967
H 2.2908 0.8317 1.5409  -0.0331
H -0.0212 -2.0501 -3.5580  0.1089
H 4.5759 0.4522 0.0487  0.1005
H -5.1721 0.8465 -2.4623  0.0946
H -2.8410 0.0082 2.8735  0.0745
O -2.7910 0.8582 -3.6069  0.0981
C 2.9483 -2.3492 -3.0133  -0.5939
H -2.5241 2.4780 -2.3773  0.1593
H 0.7232 -4.2936 -3.5071  0.1489
H -4.8352 2.3841 -1.4205  0.0848
C 0.6900 -2.2054 -2.7470  -0.1150
C -3.0993 1.5495 -2.3908  -0.3031
C 5.8272 2.1744 0.6640  -0.3146
H -0.2569 -4.3168 -1.2392  0.0899
C 5.3277 0.7211 0.7903  -0.0888
C -3.8660 0.0944 3.2293  -0.0281
O 4.6966 2.0504 3.8872  0.1653
O 1.8961 -1.5223 -3.0677  0.0288
H -7.4892 0.6124 4.3396  0.1051
C -5.6002 -0.1870 4.9046  -0.0779
C -6.4411 0.5228 4.0697  -0.0956
C 0.8298 -4.3757 -1.3589  -0.0243
O 2.5314 -3.6275 -2.8830  0.0778
C 7.2639 2.2509 0.2332  -0.0305
F -4.2474 1.4315 1.3628  0.0447
O 4.8507 0.6677 2.1333  0.0421
Br 1.6027 0.9800 -0.9365  0.6547
H -3.1781 -0.0744 -0.9480  0.1362
C -4.7348 0.8979 2.4985  -0.2800
Br 1.9507 -1.6312 0.9189  0.6180
H 6.1284 -0.0090 0.6590  0.1340
H 5.2298 2.7019 -0.0827  0.1505
H 7.6749 3.2453 0.4098  0.0899
H -4.9708 2.2978 -3.1490  0.0871
C -4.3156 -0.4456 4.3905  -0.0865
H -6.6812 1.7313 2.2709  0.1156
H -2.0192 1.1789 -0.5102  0.0731
H 1.2638 -3.7532 -0.5807  0.0019
C -6.0015 1.2319 2.9472  -0.0053
H -3.6319 -0.8867 5.1118  0.1107
C 1.1200 -3.6780 -2.6994  -0.2964
C 1.5869 0.3249 0.8949  -1.4662
O -1.0850 -0.3961 -4.3184  0.1669
C 5.0223 1.8538 2.7612  -0.5714
H 7.9286 1.5751 0.7768  0.0911
C -1.7006 0.1111 -3.4433  -0.5553

Its HOMO energy is -9.662 eV. As for the spin multiplicity: 1. The calculation puts the gap between HOMO and LUMO at 9.32 eV.

=====

[4]
Computed, not measured: C31H30Cl2N3O3Pt as an isolated structure, with ωB97M-V/def2-TZVPD.

Each line ends with the Mulliken spin population.
Cartesian coordinates (Å):
C -4.6493 -1.8078 0.4467  0.0669
H -1.6458 -3.4792 1.0454  -0.0037
C -0.0544 3.5958 6.0235  -0.0026
H 2.3869 2.3072 -3.3976  -0.0001
H 4.9604 -0.4286 -2.9310  0.0002
H 2.5654 0.9227 -4.4823  -0.0016
C 0.4500 4.9236 4.0869  -0.0018
H 4.0043 -1.3360 -1.7577  0.0000
C 0.9626 -2.0360 5.0912  -0.0002
H 4.1600 -0.9713 5.3295  0.0000
H 0.3164 -2.8463 5.4037  0.0001
C -1.3586 -1.3853 -2.0826  0.2803
H -0.1690 -2.1928 -5.2074  0.0042
C 2.9960 1.4314 -3.6222  0.0169
H 3.8742 0.7496 -0.3494  -0.0002
N 1.7800 0.1761 -1.8571  0.2546
C 3.7848 1.3389 -1.2624  0.0045
C 0.1888 2.4437 5.2949  0.0015
C -2.4745 -2.6722 -3.8420  -0.0565
H 1.7403 -0.9235 -4.3371  0.0113
N -2.4375 -0.9955 0.0157  0.2545
C 0.5668 2.5209 3.9543  0.0028
C 1.5694 1.4371 1.8873  0.0338
O 2.6540 1.9589 1.9886  0.0082
C -0.9730 -3.2393 1.8601  0.0125
C 3.1266 0.5406 -2.3871  -0.0170
H -5.5741 -2.9527 -1.1670  0.0128
C 3.1147 -0.9829 5.0503  0.0002
C -3.6133 -2.2675 -1.6849  -0.0772
H -1.4258 -2.5680 2.5799  0.0013
C 0.8621 -1.0713 -3.7353  0.1830
H -1.2335 1.6390 2.9135  -0.0158
O -0.6694 0.8752 2.7367  0.0906
H 3.9904 1.7751 -3.9062  -0.0002
Pt -0.6590 -0.0562 0.5092  1.2993
C -3.5669 -2.8205 -3.0090  0.2562
C 0.6838 1.2371 3.1463  0.0035
C 0.8019 -0.5135 -2.4034  -0.0481
C -3.5410 -1.1279 0.8276  0.0770
C -2.4754 -1.5438 -1.2312  0.1897
C -1.3557 -1.9674 -3.4228  0.2191
H 2.7139 -2.8587 6.0159  0.0000
H -0.6146 -0.9660 4.1094  0.0009
H 0.5634 5.8904 3.6149  0.0000
H 1.0091 3.8558 2.3233  -0.0001
N -0.3074 -0.6843 -1.6326  0.3321
H 1.6044 0.5292 -0.9046  -0.0565
C 0.6931 3.7698 3.3544  0.0054
H 0.1034 1.4727 5.7664  -0.0005
H 3.2112 2.2345 -1.0217  -0.0001
H 4.7824 1.6429 -1.5755  -0.0003
C -4.6993 -2.4062 -0.8436  0.3157
C 3.9473 -0.7210 -2.6564  0.0180
H -0.3387 3.5268 7.0650  -0.0001
C -0.1980 -1.7723 -4.2101  -0.0407
Cl -0.4431 -4.7036 2.6504  0.0050
Cl 0.4267 -2.3612 1.1471  0.1451
H -5.4874 -1.8830 1.1238  0.0044
H -4.4309 -3.3733 -3.3552  -0.0013
C 2.5950 0.0681 4.3129  0.0003
H -3.4655 -0.6533 1.7966  0.0304
H 3.5466 -1.3281 -3.4658  -0.0027
C 2.3036 -2.0418 5.4373  0.0001
O 1.1000 0.9872 0.7525  0.1692
H -0.1047 5.7406 5.9888  0.0002
C 0.0770 4.8391 5.4188  0.0030
H 3.2280 0.8934 4.0172  0.0003
C 1.2510 0.0683 3.9451  0.0127
C 0.4391 -0.9842 4.3497  -0.0090
H -2.4885 -3.1093 -4.8322  0.0083

Its HOMO energy (spin up / spin down) is -8.700 / -11.215 eV. As for the energy relative to the best compared isomer or geometry (same formula, charge and spin): 0.0 kJ/mol. As for the spin multiplicity: 5. As for the total charge: +1. The calculation puts the gap between HOMO and LUMO (spin up / spin down) at 5.65 / 5.30 eV.

=====

[5]
Computed, not measured: a 2-piece molecular cluster, C25H22F4N3 overall, with ωB97M-V/def2-TZVPD.

Each line ends with the Löwdin charge.
Cartesian coordinates (Å):
H -2.8780 -5.7108 1.8594  0.1178
C -1.1312 0.5599 -1.3072  0.0504
C 2.6007 1.2777 -1.5717  -0.1845
H 0.4728 2.1208 4.4360  0.1078
F 6.1769 0.4010 -1.6770  0.0652
N -1.7178 -3.4618 0.1339  0.0626
C 2.7117 2.6973 -1.5901  0.0839
C -2.3234 -4.7600 -0.0132  -0.1571
C -3.7097 3.2634 -1.6344  -0.2030
C 0.1427 0.6146 2.9225  -0.0397
H 1.3938 -0.4937 -1.6028  0.1342
H 2.9582 2.1343 4.1149  0.1044
C 0.0982 1.2149 -1.4446  -0.0296
H -3.4093 -4.6875 -0.1257  0.1151
H 6.1336 3.0354 -1.7100  0.1512
C 5.1626 2.5503 -1.6806  0.1271
H -1.1632 -0.5287 -1.2118  0.1051
C -1.9689 -5.4684 1.2955  -0.1575
C 1.3446 0.5954 -1.5192  0.0612
H -1.1053 -0.5587 0.9143  0.1049
C -4.8152 1.1711 -1.6749  -0.2043
C -1.0157 -3.3171 1.3024  -0.4323
C 0.7283 -0.2061 1.9529  -0.2316
H -3.5730 -0.5969 -1.6118  0.1342
C 2.9283 0.5847 2.6045  -0.0815
C -4.9151 2.5646 -1.6974  0.1238
H -5.8695 3.0761 -1.7732  0.1508
C 2.3349 1.4646 3.5213  -0.0866
H -0.7301 -4.6202 2.8924  0.1497
N -0.3405 -2.3310 1.7654  0.0886
F 4.0661 4.6539 -1.6657  0.0639
F -5.9814 0.4448 -1.7792  0.0637
C 3.8023 0.5162 -1.6320  0.0713
H 4.0159 0.5453 2.4828  0.1049
H -1.9081 -5.2903 -0.8762  0.1167
F -3.7525 4.6369 -1.7202  0.0656
N -1.1652 -4.4983 1.9886  0.0602
H -1.5701 3.2572 -1.4914  0.1250
H 2.5643 -1.0064 1.1631  0.1119
H 0.3413 -1.2091 0.1071  0.0766
C 0.9434 1.4664 3.6954  -0.0742
C -3.6087 0.4920 -1.5802  0.0763
H -0.9414 0.5620 3.0666  0.1172
C 2.1214 -0.2739 1.8458  -0.0589
C 3.9727 3.2794 -1.6497  -0.1998
H 3.7406 -0.5715 -1.6309  0.1396
H -1.6683 -2.7678 -0.5999  0.1193
C -2.4712 2.6481 -1.5234  0.0755
H 1.8194 3.3199 -1.5580  0.1274
C -2.3925 1.2285 -1.4539  -0.1786
C -0.1537 -1.0883 1.0820  -0.2462
C 5.0276 1.1597 -1.6717  -0.2040
H -1.4116 -6.3897 1.0881  0.1175
H 0.0883 2.3001 -1.5571  0.0988

Its HOMO energy is -10.782 eV. As for the energy relative to the best compared isomer or geometry (same formula, charge and spin): 0.0 kJ/mol. As for the spin multiplicity: 1. As for the total charge: +1. The calculation puts the gap between HOMO and LUMO at 4.48 eV.

=====

[6]
Computed, not measured: C24H37BrN4O2RhSSi3 as an isolated structure, with ωB97M-V/def2-TZVPD.

Each line ends with the Mulliken spin population.
Cartesian coordinates (Å):
H 2.2785 2.2144 1.6959  -0.0002
H 4.4648 -0.5807 2.6389  0.0007
H 5.9645 -0.5579 0.6666  -0.0002
H -1.5158 3.7526 1.1646  0.0007
H 1.0208 -2.3677 4.6054  -0.0011
H 1.0273 -3.0147 2.9619  -0.0030
C 4.8899 -0.5528 0.5387  -0.0032
C -3.4150 -2.6582 -1.2831  -0.0221
H 1.1428 -0.1368 -6.8698  0.0014
C -3.2582 -4.0022 -0.9721  0.0094
H -2.4379 -0.7294 5.5961  0.0015
Si -0.2028 1.9711 2.1941  -0.0541
H 2.5470 -2.5870 3.7545  -0.0006
H -1.1561 -3.0355 3.7761  0.0024
H -4.0721 -4.6995 -1.1183  0.0004
H 1.3505 3.6363 1.2262  -0.0012
H -0.2707 0.4378 -7.7858  0.0017
C -0.2304 2.8569 3.8524  0.0245
C -1.3968 2.0954 -4.4072  0.1238
C -2.3515 -1.8077 -1.0649  0.0218
H -2.6098 2.4555 1.6272  0.0035
O -3.2934 -0.0122 -2.2771  0.0148
C 1.5008 -2.2956 3.6272  0.0136
H -4.3254 -2.2594 -1.7057  0.0000
H -1.3605 2.3033 -6.6356  0.0089
H 0.0933 3.8896 3.6963  0.0027
Si 1.4498 -0.5415 2.9726  -0.0794
H -1.8583 -5.4969 -0.2875  -0.0001
C -1.6325 2.6652 1.1969  0.0405
H -1.0266 0.9797 -2.5847  -0.0027
N -0.4411 0.6154 -5.7259  0.0767
N 2.1517 -0.5428 0.2248  0.0673
C 1.3349 2.5437 1.2561  0.0169
C 4.0499 -0.5682 1.6394  0.0073
H 4.9464 -0.5039 -1.6194  -0.0001
C -0.2826 0.1853 -4.4259  -0.0956
C 2.2867 0.5038 4.2854  0.0210
H -1.5823 -2.8610 2.0763  -0.0224
H -1.6302 2.2963 0.1701  -0.0170
H -3.4975 1.0585 2.9525  0.0032
C -1.5859 -0.2708 5.0872  0.0185
Si -1.6748 -0.6352 3.2471  -0.0603
H -0.3420 -1.1071 -6.9056  0.0013
S 0.4551 -1.2095 -3.9257  0.6324
H -3.3146 0.0888 1.4904  -0.0149
O -1.3510 0.3573 -1.2492  0.0803
C -3.2933 0.0526 2.5834  0.0336
C -1.0315 -3.5205 -0.3091  0.0361
C 2.9558 -0.5242 -0.8400  0.0006
H -2.8359 -2.8019 3.3107  0.0019
H 3.2271 0.0354 4.5866  0.0015
C -1.1147 1.7780 -5.7290  0.1699
H -1.9488 2.9246 -3.9997  0.0086
Rh -0.0324 -0.5105 0.2998  2.6328
N -0.8734 1.1350 -3.6461  0.0955
H 1.6571 0.5565 5.1762  0.0001
C -2.0372 -4.4543 -0.5038  -0.0028
C 2.6674 -0.5545 1.4741  -0.0153
C -1.8084 -2.5066 3.0821  0.0393
Br 0.6635 -4.0774 0.2898  0.0041
H -0.6792 -0.6849 5.5360  -0.0005
H 0.4129 2.4131 4.6090  -0.0021
C -2.3885 -0.3717 -1.5505  0.0145
N -1.1892 -2.2265 -0.5385  0.0720
C 0.0569 -0.0965 -6.8994  -0.0021
H -4.1164 -0.5862 2.9124  0.0027
H 1.3143 2.1904 0.2201  -0.0059
H 2.5016 1.5226 3.9629  -0.0001
H 2.4678 -0.5128 -1.8070  -0.0011
C 4.3321 -0.5245 -0.7305  0.0071
C -0.1936 0.0865 2.3498  0.0934
H -1.6056 0.7985 5.3006  -0.0016
H -1.2452 2.8957 4.2549  -0.0009

Its HOMO energy (spin up / spin down) is -9.875 / -11.289 eV. As for the energy relative to the best compared isomer or geometry (same formula, charge and spin): 13.0 kJ/mol. As for the spin multiplicity: 5. As for the total charge: +1. The calculation puts the gap between HOMO and LUMO (spin up / spin down) at 7.37 / 5.22 eV.

=====

no.,calculated total energy (eV)
1,-34724.9224
2,-9323.1189
3,-251364.4880
4,-71531.2511
5,-41613.7818
6,-143059.6551